C30H75AlBaN6O13 | the ωB97M-V functional and the def2-TZVPD basis

```
! wB97M-V def2-TZVPD RIJCOSX def2/J DEFGRID3
* xyz 3 2
Ba 0.8264 3.2363 1.6244
Al -2.8968 -1.0716 -1.8775
N 0.7701 -0.4407 -0.3004
O 1.7427 -1.1024 -0.7256
O -0.3800 -0.7484 -0.4673
O 0.9536 0.6126 0.3417
C 0.6740 1.0978 -3.5616
O -0.3581 0.2391 -3.9159
C -0.9260 0.5223 -5.1873
C -2.0354 -0.3956 -5.5559
N -3.2529 -0.1180 -4.7999
C -3.8951 1.2303 -4.6584
C -5.3450 0.9557 -4.0922
O -5.2974 0.4729 -2.7332
C -6.5934 0.5710 -2.1894
H 0.3283 2.1131 -3.7557
H 1.6081 0.9996 -4.1146
H 0.9788 0.9941 -2.5202
H -0.0579 0.4331 -5.8404
H -1.1689 1.5845 -5.2154
H -1.8514 -1.4519 -5.7522
H -2.2910 0.0113 -6.5343
H -3.8708 -0.5445 -5.4753
H -3.9986 1.6139 -5.6734
H -3.2468 1.8726 -4.0624
H -5.9431 0.2852 -4.7093
H -5.6946 1.9882 -4.0918
H -7.4583 0.3285 -2.8070
H -6.7105 1.5075 -1.6441
H -6.5557 -0.1673 -1.3884
C 1.0561 6.6698 -0.4519
O 1.0991 6.0470 0.8241
C 1.6244 6.9093 1.7667
C 1.6491 6.3207 3.2574
N 2.0126 4.8609 3.4636
C 3.3799 4.6893 2.9555
C 3.9107 3.1556 3.0975
O 3.0758 2.2368 2.3675
C 3.5111 0.8367 2.3582
H 1.9621 7.2083 -0.7301
H 0.4302 7.5458 -0.6222
H 0.9906 6.0151 -1.3209
H 1.0467 7.8291 1.6754
H 2.6169 7.2516 1.4736
H 0.6884 6.3454 3.7718
H 2.3733 6.8314 3.8921
H 2.0114 4.5714 4.4313
H 4.0279 5.4564 3.3795
H 3.5387 5.0106 1.9261
H 4.0317 2.8937 4.1486
H 4.9480 3.1141 2.7649
H 2.6932 0.2718 1.9109
H 3.7170 0.6680 3.4152
H 4.4491 0.7905 1.8050
C -2.1271 4.9442 3.2132
O -0.9187 4.2487 3.5608
C -1.1516 3.3578 4.6700
C -0.2658 1.9940 4.6608
N -0.4003 1.4023 3.2722
C -0.4784 -0.1067 3.3519
C 0.5837 -0.7572 4.1975
O 0.6574 -2.1118 3.8439
C 1.3296 -2.8677 4.9128
H -1.9986 5.6319 2.3774
H -2.3785 5.5806 4.0617
H -2.9336 4.2309 3.0434
H -2.1783 3.0167 4.8022
H -0.7615 3.7969 5.5882
H -0.6622 1.3448 5.4416
H 0.7366 2.1968 5.0379
H -1.2978 1.5980 2.8524
H -0.2117 -0.4347 2.3472
H -1.4360 -0.5120 3.6788
H 0.3809 -0.6020 5.2572
H 1.5928 -0.3807 4.0297
H 1.7273 -3.7874 4.4836
H 0.5868 -3.1138 5.6716
H 2.0991 -2.3482 5.4839
C 5.9160 -5.8066 -4.9256
O 5.6392 -5.2430 -3.5883
C 4.6325 -4.2102 -3.7240
C 4.3467 -3.5707 -2.3202
N 5.4573 -2.7359 -1.9403
C 5.1977 -1.9569 -0.7330
C 6.4937 -1.0835 -0.5694
O 7.6332 -1.8531 -0.0259
C 8.9253 -1.4409 -0.5911
H 5.8010 -5.1131 -5.7586
H 5.2610 -6.6451 -5.1623
H 6.9624 -6.1018 -5.0037
H 3.7303 -4.6776 -4.1185
H 4.8259 -3.4201 -4.4496
H 4.1789 -4.3790 -1.6085
H 3.4113 -3.0179 -2.2332
H 6.1295 -3.4537 -1.7101
H 5.1046 -2.4709 0.2237
H 4.3665 -1.2959 -0.9783
H 6.2769 -0.2237 0.0646
H 6.7321 -0.5591 -1.4948
H 9.3082 -0.4458 -0.3650
H 9.1271 -1.4362 -1.6623
H 9.5752 -2.2314 -0.2158
C -1.3110 -3.4595 0.9892
O -2.3148 -3.3449 -0.0070
C -3.2174 -4.4560 0.0860
C -4.3816 -4.2619 -0.8017
N -5.0342 -2.9171 -0.7417
C -5.5802 -2.5575 0.5568
C -7.0558 -3.0273 0.6234
O -7.7546 -2.7104 -0.5317
C -9.1494 -3.0114 -0.5655
H -1.8964 -3.2105 1.8743
H -0.5263 -2.7373 0.7638
H -0.8766 -4.4430 1.1684
H -3.5991 -4.6303 1.0919
H -2.7871 -5.4124 -0.2109
H -5.0929 -5.0278 -0.4925
H -4.1368 -4.5495 -1.8242
H -5.9322 -3.1718 -1.1274
H -5.5860 -1.4702 0.6337
H -4.9212 -2.8285 1.3817
H -7.5787 -2.5209 1.4347
H -7.0676 -4.1051 0.7855
H -9.3614 -4.0378 -0.2662
H -9.5406 -2.9853 -1.5826
H -9.7234 -2.2321 -0.0643
*
```

The value obtained for the LUMO energy (spin up / spin down) is -6.297 / -10.688 eV. Its energy is -75139.72530 eV. The expectation value of S² is 0.75. Its molecular weight is 892.3 g/mol.